No. 1
Molecular formula: C19H18ClN3O
Method: DFT, wB97M-V/def2-TZVPD

Geometry as ORCA input:
```
! wB97M-V def2-TZVPD RIJCOSX def2/J DEFGRID3
* xyz 0 1
H -4.74 -1.54 4.39
N -4.73 -2.16 3.61
C -3.74 -2.95 3.37
C -2.50 -3.06 4.20
Cl -2.59 -4.43 5.35
N -3.91 -3.72 2.26
C -2.98 -4.75 1.78
C -1.93 -4.12 0.95
C -1.05 -3.63 0.23
C -0.05 -3.14 -0.65
O 0.78 -3.94 -1.07
N 0.05 -1.79 -0.94
C 1.15 -1.17 -1.61
C 1.85 -0.20 -0.66
C 2.93 -0.64 0.12
C 3.71 0.24 0.89
C 3.30 1.60 1.00
C 2.21 2.09 0.23
C 1.82 3.53 0.28
C 1.10 4.17 -0.78
C 0.72 5.49 -0.68
C 1.00 6.20 0.50
C 1.65 5.61 1.57
C 2.12 4.29 1.44
C 1.53 1.16 -0.63
H -2.34 -2.14 4.78
H -1.61 -3.14 3.60
H -4.80 -3.65 1.85
H -3.57 -5.47 1.24
H -2.50 -5.27 2.63
H -0.62 -1.21 -0.42
H 1.88 -1.91 -1.96
H 0.77 -0.61 -2.48
H 3.27 -1.68 0.07
H 4.56 -0.13 1.43
H 3.97 2.26 1.51
H 0.85 3.61 -1.67
H 0.16 5.99 -1.48
H 0.70 7.24 0.58
H 1.82 6.16 2.48
H 2.62 3.85 2.29
H 0.73 1.53 -1.28
*
```

As for the LUMO energy: 0.47 eV. As for the total energy: -1434.45229 Eh. Its largest force on an atom is 5.68 eV/A. For the energy relative to the best compared isomer or geometry (same formula, charge and spin), the calculation gives 63.2 kcal per mole. Its structure (SMILES) is [H]/N=C(\CCl)NCC#CC(=O)NCc1cccc(-c2ccccc2)c1. The value obtained for the highest occupied orbital energy is -8.53 eV.


No. 2
Molecular formula: C29H32Cl4IrN5O4Si
Method: DFT, wB97M-V/def2-TZVPD

Geometry as ORCA input:
```
! wB97M-V def2-TZVPD RIJCOSX def2/J DEFGRID3
* xyz 1 2
Ir -0.31 -1.68 -0.25
O -0.46 -3.43 1.08
C -0.24 -4.63 0.32
C 0.54 -4.37 -0.94
C 1.14 -5.41 -1.62
C 1.79 -5.14 -2.82
C 1.80 -3.84 -3.30
C 1.20 -2.85 -2.56
N 0.57 -3.11 -1.40
H 0.33 -3.24 1.62
H -1.23 -5.02 0.08
H 0.27 -5.37 0.94
H 1.11 -6.41 -1.21
H 2.27 -5.94 -3.37
H 2.30 -3.58 -4.22
H 1.21 -1.81 -2.86
Cl 5.57 2.43 1.10
C 4.36 1.22 1.06
C 3.68 0.87 2.26
Cl 4.11 1.65 3.72
C 2.67 -0.08 2.25
Cl 1.83 -0.49 3.71
C 2.26 -0.69 1.06
O 1.25 -1.50 1.06
C 3.04 -0.46 -0.16
O 2.84 -1.15 -1.17
C 4.05 0.58 -0.11
Cl 4.86 0.93 -1.57
N -2.78 0.21 -3.74
C -3.66 -0.79 -3.86
N -4.61 -0.71 -4.80
N -3.66 -1.89 -3.10
C -2.78 -1.91 -2.15
N -1.99 -1.92 -1.30
H -2.83 1.03 -4.32
H -2.00 0.16 -3.09
H -4.67 0.06 -5.44
H -5.28 -1.46 -4.85
C 2.09 2.01 -4.22
Si 0.66 2.33 -3.06
C 1.11 3.60 -1.77
C -0.82 2.91 -4.05
C 0.24 0.77 -2.19
C 0.03 -0.17 -1.45
H 2.38 2.92 -4.75
H 1.82 1.26 -4.97
H 2.95 1.64 -3.67
H 1.34 4.56 -2.23
H 1.99 3.27 -1.21
H 0.29 3.75 -1.07
H -0.60 3.86 -4.54
H -1.70 3.07 -3.42
H -1.07 2.20 -4.84
C -1.18 3.59 6.26
C -1.27 2.55 5.18
C -1.58 1.23 5.48
C -1.62 0.26 4.51
C -1.92 -1.16 4.90
C -1.36 0.63 3.17
C -1.25 -0.43 2.20
O -1.15 -0.24 0.97
C -1.06 1.97 2.83
C -0.73 2.42 1.44
C -1.02 2.90 3.85
H -1.62 3.24 7.19
H -1.69 4.51 5.96
H -0.14 3.85 6.45
H -1.78 0.96 6.51
H -2.20 -1.21 5.95
H -1.05 -1.81 4.77
H -2.75 -1.59 4.33
H -1.21 -1.45 2.57
H -1.52 2.18 0.73
H 0.17 1.93 1.06
H -0.57 3.50 1.43
H -0.78 3.93 3.62
*
```

As for the LUMO energy (alpha / beta): -2.84 / -3.80 eV. As for the total energy: -3933.47258 Eh. Its largest force on an atom is 0.28 eV/A. For the energy relative to the best compared isomer or geometry (same formula, charge and spin), the calculation gives 2.8 kcal per mole. The expectation value of S² is 0.78. The value obtained for the highest occupied orbital energy (alpha / beta) is -9.94 / -10.63 eV.


No. 3
Molecular formula: C4H5NO
Method: DFT, wB97M-V/def2-TZVPD

Geometry as ORCA input:
```
! wB97M-V def2-TZVPD RIJCOSX def2/J DEFGRID3
* xyz 0 1
C -2.64 -0.78 -0.12
C -1.55 -0.20 -0.04
C -0.31 0.56 0.11
N 0.94 -0.06 0.44
C 2.12 -0.13 -0.33
O 3.10 -0.71 0.02
H -3.75 -1.16 -0.13
H -0.25 1.11 -0.82
H -0.57 1.44 0.80
H 0.92 -0.61 1.33
H 1.99 0.54 -1.26
*
```

As for the LUMO energy: 0.83 eV. As for the total energy: -285.32388 Eh. Its largest force on an atom is 4.23 eV/A. For the energy relative to the best compared isomer or geometry (same formula, charge and spin), the calculation gives 56.9 kcal per mole. Its structure (SMILES) is C#CCNC=O. The value obtained for the highest occupied orbital energy is -10.00 eV.


No. 4
Molecular formula: C5H8N2S2
Method: DFT, wB97M-V/def2-TZVPD

Geometry as ORCA input:
```
! wB97M-V def2-TZVPD RIJCOSX def2/J DEFGRID3
* xyz 0 1
C -2.74 -1.42 0.50
C -3.63 -0.39 0.16
C -1.33 0.15 0.10
C 2.36 1.60 0.63
C 2.03 -0.79 -1.02
N -1.45 -1.11 0.41
N 0.06 0.95 -0.05
S -2.76 0.94 -0.39
S 1.26 0.16 0.49
H -2.89 -2.46 0.83
H -4.64 -0.36 0.21
H 1.58 2.37 0.78
H 2.98 1.75 -0.27
H 2.81 1.44 1.52
H 1.48 -1.82 -1.05
H 3.11 -0.86 -0.89
H 1.77 -0.16 -1.97
*
```

As for the LUMO energy: 0.75 eV. As for the total energy: -1101.08794 Eh. Its largest force on an atom is 6.82 eV/A. For the energy relative to the best compared isomer or geometry (same formula, charge and spin), the calculation gives 61.6 kcal per mole. The value obtained for the highest occupied orbital energy is -7.72 eV.


No. 5
Molecular formula: C4H7NOS2
Method: DFT, wB97M-V/def2-TZVPD

Geometry as ORCA input:
```
! wB97M-V def2-TZVPD RIJCOSX def2/J DEFGRID3
* xyz 0 1
C -2.69 -0.56 0.14
C -1.55 0.59 -0.08
S -0.02 -0.19 -0.30
C 1.19 1.07 -0.19
S 1.17 2.64 0.07
C 2.46 0.38 -0.13
N 2.92 -0.81 0.10
O 2.13 -1.86 0.10
H -3.58 0.07 0.77
H -2.04 -1.42 0.84
H -3.19 -1.06 -0.97
H -1.48 1.20 0.76
H -1.68 1.41 -0.78
H 3.35 0.99 -0.32
H 3.02 -2.48 0.00
*
```

As for the LUMO energy: -0.65 eV. As for the total energy: -1082.79053 Eh. Its largest force on an atom is 5.32 eV/A. For the energy relative to the best compared isomer or geometry (same formula, charge and spin), the calculation gives 128.2 kcal per mole. Its structure (SMILES) is CCSC(=S)/C=N\O. The value obtained for the highest occupied orbital energy is -8.86 eV.


No. 6
Molecular formula: C38H76O27S5
Method: DFT, wB97M-V/def2-TZVPD

Geometry as ORCA input:
```
! wB97M-V def2-TZVPD RIJCOSX def2/J DEFGRID3
* xyz 0 1
O 3.72 6.28 -0.73
S 4.48 7.42 -1.24
O 5.75 7.10 -1.95
O 3.50 8.52 -1.99
C 2.90 9.50 -1.10
C 3.65 9.40 0.21
O 4.75 8.52 -0.02
H 2.99 10.45 -1.63
H 1.86 9.23 -0.90
H 2.95 8.93 0.90
H 3.99 10.38 0.56
O -0.38 -7.78 -9.02
S 0.87 -7.32 -8.44
O 2.08 -7.23 -9.33
O 0.76 -5.92 -7.48
C 1.86 -5.88 -6.61
C 2.05 -7.33 -6.16
O 1.31 -8.07 -7.07
H 2.69 -5.62 -7.27
H 1.72 -5.18 -5.79
H 1.61 -7.40 -5.16
H 3.05 -7.76 -6.12
O 4.67 -1.35 8.10
S 5.51 -1.25 6.86
O 5.09 -0.36 5.79
O 7.02 -0.98 7.35
C 7.61 -2.21 7.79
C 6.85 -3.33 7.15
O 5.85 -2.77 6.33
H 8.64 -2.25 7.44
H 7.55 -2.32 8.87
H 6.49 -4.09 7.83
H 7.39 -3.98 6.46
O -2.67 -4.25 7.51
S -2.08 -5.22 6.55
O -2.87 -6.45 6.31
O -1.31 -4.53 5.28
C -0.21 -3.75 5.74
C 0.39 -4.67 6.79
O -0.58 -5.54 7.17
H 0.46 -3.67 4.88
H -0.54 -2.82 6.20
H 0.76 -4.07 7.63
H 1.18 -5.27 6.34
O -5.70 -8.34 -1.73
S -4.34 -8.54 -1.19
O -3.91 -9.90 -0.95
O -3.23 -7.72 -2.03
C -2.51 -6.80 -1.29
C -3.50 -6.45 -0.09
O -4.08 -7.68 0.19
H -1.63 -7.32 -0.89
H -2.09 -5.95 -1.83
H -4.36 -5.83 -0.33
H -2.96 -6.10 0.79
C 6.40 -5.03 -0.43
C 6.09 -5.09 1.09
C 4.59 -5.38 1.08
O 4.19 -5.26 -0.26
C 5.09 -4.43 -0.97
H 6.47 -6.03 -0.87
H 7.31 -4.52 -0.75
H 6.38 -4.14 1.55
H 6.48 -5.99 1.57
H 4.16 -4.66 1.77
H 4.33 -6.38 1.42
H 5.04 -3.36 -0.75
H 5.12 -4.53 -2.05
C 3.07 3.77 -6.51
C 1.75 4.27 -5.92
C 1.01 5.00 -6.97
O 1.93 5.35 -8.02
C 3.04 4.39 -7.90
H 3.24 2.69 -6.52
H 3.91 4.28 -6.04
H 1.75 4.85 -5.00
H 1.13 3.40 -5.70
H 0.45 5.87 -6.63
H 0.35 4.33 -7.52
H 4.01 4.85 -8.10
H 2.90 3.51 -8.53
C 0.16 4.00 6.00
C 0.10 5.49 6.08
C 0.04 5.95 4.60
O -0.03 4.70 3.87
C -0.56 3.71 4.73
H -0.35 3.68 6.91
H 1.12 3.52 5.83
H 1.01 5.82 6.58
H -0.76 5.75 6.70
H 0.97 6.43 4.31
H -0.87 6.51 4.39
H -0.35 2.69 4.40
H -1.64 3.80 4.79
C -6.19 1.67 -4.66
C -5.19 1.38 -5.82
C -4.01 0.84 -5.10
O -4.47 0.48 -3.80
C -5.79 0.71 -3.60
H -7.25 1.52 -4.89
H -6.12 2.70 -4.33
H -4.99 2.22 -6.48
H -5.62 0.62 -6.47
H -3.35 1.70 -5.01
H -3.54 0.06 -5.70
H -5.90 1.10 -2.59
H -6.42 -0.16 -3.75
C 1.87 0.18 -1.13
C 1.01 -0.98 -1.69
C 0.19 -1.53 -0.52
O 0.55 -0.64 0.50
C 1.89 -0.14 0.33
H 1.39 1.13 -1.37
H 2.89 0.20 -1.51
H 1.65 -1.75 -2.14
H 0.32 -0.62 -2.44
H 0.51 -2.52 -0.18
H -0.89 -1.50 -0.67
H 2.58 -0.94 0.59
H 1.94 0.70 1.02
C -7.68 -0.51 2.56
C -6.60 -1.44 2.24
C -5.71 -1.30 3.40
O -5.85 0.03 3.82
C -7.01 0.58 3.25
H -8.41 -1.01 3.19
H -8.31 -0.11 1.77
H -6.14 -1.10 1.32
H -6.93 -2.48 2.22
H -4.68 -1.48 3.11
H -5.86 -2.00 4.23
H -6.70 1.34 2.54
H -7.63 1.10 3.98
C -3.48 5.60 -0.78
C -4.38 6.20 0.24
C -3.60 7.46 0.50
O -2.25 7.24 0.14
C -2.16 6.30 -0.90
H -3.92 5.58 -1.78
H -3.11 4.63 -0.44
H -4.48 5.58 1.13
H -5.37 6.48 -0.11
H -3.56 7.64 1.58
H -3.96 8.36 -0.01
H -1.20 5.80 -0.78
H -2.17 6.84 -1.85
*
```

As for the LUMO energy: -0.25 eV. As for the total energy: -5515.40892 Eh. Its largest force on an atom is 4.52 eV/A. For the energy relative to the best compared isomer or geometry (same formula, charge and spin), the calculation gives 184.4 kcal per mole. Its structure (SMILES) is O=S1(=O)OCCO1.O=S1(=O)OCCO1.O=S1(=O)OCCO1.O=S1(=O)OCCO1.O=S1(=O)OCCO1.C1CCOC1.C1CCOC1.C1CCOC1.C1CCOC1.C1CCOC1.C1CCOC1.C1CCOC1. The value obtained for the highest occupied orbital energy is -9.40 eV.


Question: Which formula does entry 3 have?
Answer: C4H5NO


Question: Which value of energy relative to the best compared isomer or geometry (same formula, charge and spin) does entry 6 give?
Answer: 184.4 kcal per mole


Question: Number 5 is which compound?
Answer: C4H7NOS2